Formula: C35H33F5N8STi
Source: the OMol25 dataset
Level of theory: ωB97M-V with the def2-TZVPD basis set

Atoms and positions in Å:
Ti: -0.3534 -0.3006 -0.3674
C: 4.4369 1.8120 1.7663
C: 4.0803 3.0942 2.2024
C: 2.8003 3.5376 1.9981
C: 1.8334 2.6794 1.3979
N: 2.2045 1.4573 0.9673
C: 3.4588 1.0592 1.1428
N: 0.5856 3.1684 1.2692
C: -0.5451 2.4627 1.1443
N: -0.7845 1.0963 1.1553
C: -2.1135 0.9085 1.4665
N: -2.6726 -0.2099 1.9352
C: -2.1866 -1.4353 1.7320
C: -2.6275 -2.4730 2.5997
C: -2.3266 -3.7796 2.3272
C: -1.6028 -4.0741 1.1653
C: -1.1507 -3.0286 0.3947
N: -1.3682 -1.7331 0.6775
C: -2.7939 2.1756 1.5062
C: -4.1247 2.5478 1.6935
C: -4.4538 3.8876 1.6419
C: -3.4630 4.8698 1.4379
C: -2.1381 4.5131 1.2776
C: -1.8002 3.1613 1.2886
H: 5.4410 1.4278 1.8919
H: 4.8144 3.7237 2.6958
H: 2.4727 4.5216 2.3074
H: 3.6892 0.0754 0.7430
H: -3.2179 -2.1876 3.4596
H: -2.6564 -4.5753 2.9861
H: -1.4004 -5.0944 0.8686
H: -0.5754 -3.2183 -0.5016
H: -4.8792 1.7913 1.8766
H: -5.4861 4.2002 1.7581
H: -3.7518 5.9150 1.4089
H: -1.3679 5.2652 1.1480
N: -2.1858 2.1976 -1.8110
C: -1.5178 3.4156 -2.2523
C: -0.2054 3.1526 -3.0142
C: 0.9357 2.5914 -2.1482
N: 0.7233 1.2138 -1.7367
H: -2.5964 1.7014 -2.5919
H: -2.9209 2.4048 -1.1426
H: -1.2818 3.9973 -1.3594
H: -2.1694 4.0356 -2.8923
H: 0.1256 4.1045 -3.4425
H: -0.3945 2.4554 -3.8397
H: 1.0256 3.2157 -1.2565
H: 1.8766 2.6856 -2.7139
H: 1.3525 0.9778 -0.9561
H: 0.9161 0.5746 -2.4983
N: 1.1134 -1.2745 -0.4468
C: 2.0495 -2.0657 -0.9638
C: 3.0433 -1.5962 -1.8850
C: 3.9806 -2.4346 -2.4506
C: 4.0387 -3.7899 -2.1279
C: 3.1188 -4.2762 -1.2023
C: 2.1696 -3.4546 -0.6275
H: 3.0329 -0.5470 -2.1601
H: 4.6867 -2.0276 -3.1700
H: 4.7755 -4.4393 -2.5866
H: 3.1468 -5.3269 -0.9246
H: 1.4733 -3.8571 0.0997
C: 1.1723 -1.7553 4.4511
S: 1.2855 -1.7735 2.6321
C: 3.0308 -2.2492 2.5488
H: 1.8703 -1.0250 4.8626
H: 1.3887 -2.7477 4.8519
H: 0.1507 -1.4707 4.6974
H: 3.1904 -3.1660 3.1200
H: 3.6593 -1.4441 2.9325
H: 3.2518 -2.4285 1.5002
F: 0.4572 -1.5468 -3.4318
C: -0.8455 -1.7472 -3.1195
C: -1.3908 -1.0256 -2.0560
C: -2.7632 -1.2496 -1.9414
F: -3.4313 -0.5719 -0.9734
C: -3.5157 -2.0885 -2.7332
F: -4.8449 -2.2343 -2.5611
C: -2.8938 -2.8031 -3.7438
F: -3.5976 -3.6342 -4.5301
C: -1.5351 -2.6206 -3.9351
F: -0.9282 -3.2938 -4.9328

Atomic forces in eV per Å
Ti 0.984 1.395 -0.304
C 0.093 -0.017 0.032
C -0.025 -0.060 -0.054
C -0.021 0.028 0.087
C 0.134 -0.088 -0.080
N -0.238 0.059 -0.245
C 0.023 -0.056 0.007
N -0.351 0.023 -0.220
C 0.362 0.199 0.425
N -0.235 0.724 0.328
C -0.035 0.050 0.584
N -0.169 0.003 -0.023
C -0.064 0.075 -0.245
C 0.032 -0.317 0.108
C -0.037 0.291 -0.037
C 0.057 -0.151 -0.150
C -0.125 -0.107 0.127
N -1.330 -1.056 1.298
C 0.303 0.265 -0.214
C -0.137 -0.104 0.083
C -0.092 -0.014 0.005
C 0.088 0.015 -0.036
C 0.031 0.177 0.043
C -0.279 -0.389 -0.038
H -0.009 -0.028 -0.013
H -0.033 0.052 -0.029
H 0.012 0.005 0.019
H -0.023 -0.067 0.001
H 0.000 0.043 -0.004
H -0.038 0.015 0.020
H 0.080 0.019 -0.008
H 0.037 0.070 0.017
H 0.008 -0.013 -0.042
H -0.006 -0.044 0.030
H 0.021 0.006 0.005
H 0.023 -0.037 -0.034
N 0.019 0.066 0.046
C 0.174 -0.060 -0.175
C -0.162 -0.327 0.442
C -0.346 0.344 -0.204
N 0.391 0.146 0.318
H 0.026 -0.113 0.025
H 0.059 -0.037 -0.016
H -0.021 0.062 0.015
H 0.089 0.079 0.046
H 0.004 -0.032 -0.074
H -0.019 0.071 -0.076
H 0.028 -0.066 0.058
H -0.050 0.065 0.061
H 0.383 0.204 -0.429
H 0.059 -0.057 0.029
N 1.031 -0.613 -0.398
C 0.564 -0.251 0.006
C -0.146 -0.017 0.114
C 0.054 -0.023 -0.003
C 0.032 -0.032 -0.043
C 0.101 -0.058 -0.061
C -0.202 0.220 -0.031
H -0.050 0.012 0.031
H 0.004 0.016 0.028
H -0.013 -0.011 0.024
H -0.011 0.016 0.022
H 0.023 0.004 0.025
C 0.028 -0.056 -0.492
S 0.142 -0.041 0.515
C -0.370 0.149 -0.011
H -0.032 0.017 0.076
H -0.031 0.017 0.106
H 0.003 0.003 0.075
H 0.083 -0.015 -0.031
H 0.065 -0.031 0.005
H 0.104 -0.015 -0.054
F 0.177 -0.198 -0.192
C -0.011 0.804 0.527
C -1.297 -1.357 -1.569
C 0.568 0.482 0.048
F -0.240 -0.080 0.015
C -0.075 -0.186 -0.244
F -0.148 -0.010 0.063
C 0.248 0.281 0.332
F -0.105 -0.129 -0.150
C -0.272 -0.176 -0.122
F 0.103 -0.034 -0.119

Output
<S²>: 2.03
LUMO energy (spin up / spin down): 4.5 / 4.5 eV
multiplicity: 3
frontier orbital gap (spin up / spin down): 4.3 / 5.8 eV
net charge: -2
HOMO energy (spin up / spin down): 0.2 / -1.3 eV

---

Formula: C3H3F3N2O3
Source: the OMol25 dataset
Level of theory: ωB97M-V with the def2-TZVPD basis set

Atoms and positions in Å:
C: 0.3202 0.2925 -0.7441
O: 0.9702 0.2988 0.5045
C: 0.6330 1.1879 1.3941
F: -0.4325 1.9577 0.9194
N: 1.0630 1.2696 2.6088
C: 1.2274 1.9663 3.9556
F: 1.9625 3.0981 3.7578
F: 1.9118 1.2106 4.7883
N: -0.1962 2.1935 4.5085
O: -0.6222 1.3225 5.2419
O: -0.7591 3.1331 4.0542
H: 0.5811 -0.5118 -1.4850
H: 0.4756 1.2628 -1.1822
H: -0.7254 0.2952 -0.4752

Atomic forces in eV per Å
C -1.382 0.522 -1.060
O 1.866 -0.786 1.062
C -1.010 1.543 4.061
F 1.217 -0.308 0.698
N 0.344 -0.107 -0.896
C 0.705 -0.844 -4.381
F -1.508 -0.785 0.541
F -0.512 -0.015 -0.191
N 0.730 -1.193 0.490
O 0.285 0.666 -0.339
O -0.717 1.070 -0.218
H 0.237 0.557 1.551
H 0.261 0.245 -0.627
H -0.516 -0.565 -0.690

Output
LUMO energy: -0.2 eV
multiplicity: 1
frontier orbital gap: 10.6 eV
structure (SMILES): CO/C(F)=N/C(F)(F)[N+](=O)[O-]
net charge: 0
HOMO energy: -10.8 eV

---

Formula: C15H17N3O4PtS
Source: the OMol25 dataset
Level of theory: ωB97M-V with the def2-TZVPD basis set

Atoms and positions in Å:
Pt: 0.1544 0.0444 0.2028
N: 1.1890 0.4156 1.9127
C: 1.1253 1.7949 2.4364
C: -0.3121 2.2672 2.5164
C: -0.8430 2.6909 1.1687
O: -1.3330 3.7867 1.0085
O: -0.7363 1.8139 0.1981
H: 0.7911 -0.2260 2.5945
H: 2.1436 0.0986 1.7347
H: 1.7071 2.4238 1.7631
H: 1.5987 1.8155 3.4200
H: -0.4035 3.1152 3.1910
H: -0.9429 1.4603 2.9052
C: 5.0582 -2.6633 -5.2068
C: 4.3818 -2.5955 -3.8640
C: 4.2474 -1.3827 -3.1920
C: 3.6467 -1.3170 -1.9473
C: 3.1690 -2.4841 -1.3636
C: 3.2945 -3.7055 -2.0106
C: 3.8995 -3.7505 -3.2573
S: 2.3487 -2.3948 0.1897
O: 3.0204 -1.3724 0.9513
O: 2.2792 -3.7238 0.7276
N: 0.8760 -1.8168 -0.1473
C: -0.2339 -2.6004 -0.4302
C: -0.2771 -3.9739 -0.6629
C: -1.5038 -4.5429 -0.9419
C: -2.6478 -3.7540 -0.9920
C: -2.4980 -2.3982 -0.7815
N: -1.3217 -1.8299 -0.5248
H: 5.1227 -1.6790 -5.6682
H: 4.5198 -3.3252 -5.8853
H: 6.0735 -3.0522 -5.1062
H: 4.6212 -0.4756 -3.6516
H: 3.5499 -0.3737 -1.4269
H: 2.9393 -4.6075 -1.5323
H: 4.0025 -4.7021 -3.7655
H: 0.6126 -4.5764 -0.5928
H: -1.5666 -5.6094 -1.1170
H: -3.6210 -4.1725 -1.2010
H: -3.3453 -1.7250 -0.8314

Atomic forces in eV per Å
Pt -0.734 -0.542 0.471
N 0.256 0.296 -0.398
C 0.108 -0.040 0.036
C 0.022 -0.049 0.316
C -0.181 -0.075 -0.543
O -0.030 0.005 0.035
O -0.103 0.212 0.053
H 0.015 -0.030 -0.044
H 0.023 -0.067 0.076
H -0.008 0.030 0.036
H 0.003 -0.005 0.011
H 0.041 0.008 0.002
H 0.023 0.020 0.036
C -0.014 0.000 0.030
C 0.024 0.009 -0.053
C 0.013 0.041 -0.001
C -0.034 -0.086 -0.004
C 0.025 -0.040 -0.139
C 0.038 0.085 -0.015
C -0.018 -0.046 0.026
S -0.066 -0.172 -0.182
O 0.167 0.175 0.138
O -0.015 -0.001 0.011
N 0.098 -0.213 0.559
C 0.382 0.004 -0.299
C -0.146 -0.251 0.027
C 0.056 0.026 0.017
C 0.057 0.057 0.025
C -0.210 0.210 -0.061
N 0.225 0.414 -0.207
H -0.004 0.001 0.006
H -0.001 -0.002 0.006
H -0.001 0.001 0.003
H -0.003 -0.005 0.003
H -0.008 0.003 0.001
H -0.007 -0.003 0.011
H -0.003 0.005 0.006
H 0.016 0.017 0.018
H -0.006 0.003 -0.002
H -0.005 0.011 0.000
H 0.005 -0.004 -0.008

Output
LUMO energy: -0.3 eV
multiplicity: 1
frontier orbital gap: 8.2 eV
net charge: 0
HOMO energy: -8.5 eV